## A
Formula: C4H3O3
Source: the OMol25 dataset
Level of theory: the ωB97M-V functional and the def2-TZVPD basis

Summary:
Frontier orbital gap = 7.2 eV
HOMO level = -2.8 eV
SMILES string = C=C1OC=C([O-])O1
Charge = -1

Positions of all 10 atoms, in Å:
C -0.3874 -1.2839 -0.1679
C -0.3812 0.0405 -0.2595
O 0.7389 0.8838 0.0177
C 0.4595 2.4435 -0.2015
C -0.8990 2.3650 -0.4743
O -1.7495 3.2011 -0.7513
O -1.3512 0.9137 -0.6111
H -1.2782 -1.8238 -0.4213
H 0.4994 -1.8159 0.1130
H 1.0290 3.0256 0.4855

## B
Formula: C4H3O3
Source: the OMol25 dataset
Level of theory: the ωB97M-V functional and the def2-TZVPD basis

Summary:
Frontier orbital gap = 7.1 eV
HOMO level = -3.3 eV
Charge = -1

Positions of all 10 atoms, in Å:
C 0.5945 1.5222 0.0633
C 0.0975 0.3674 -0.2040
C 1.8228 3.0011 -0.5863
C -0.4419 -0.8423 -0.3752
O 2.4867 3.2853 0.3578
O 1.6622 3.3629 -1.7102
O 0.2343 -1.9453 0.2421
H 0.3637 2.1478 0.9254
H -1.3138 -0.8790 -0.9668
H 0.3408 -1.6144 1.1736

The structure with the greatest stability is A.

## A
Formula: C3H12N4
Source: the OMol25 dataset
Level of theory: the ωB97M-V functional and the def2-TZVPD basis

Summary:
Frontier orbital gap = 10.0 eV
HOMO level = -9.1 eV
SMILES string = NCC(N)N.C=N

Positions of all 19 atoms, in Å:
N -0.8742 -0.4428 0.4562
C -0.4986 0.9449 0.7100
C 0.1212 1.6008 -0.5417
N 1.3611 0.9687 -0.9844
N -0.8613 1.6282 -1.6070
H -1.6213 -0.4817 -0.2317
H -1.1715 -0.9320 1.3347
H 0.2393 0.9476 1.5173
H -1.3566 1.5537 1.0237
H 0.3566 2.6415 -0.2873
H 1.1971 -0.0258 -1.1066
H 2.0894 1.0755 -0.2868
H -0.9943 0.6917 -1.9720
H -0.5111 2.1864 -2.3741
C 0.4529 -2.3329 0.4793
N 0.0268 -2.8362 1.5810
H 1.4025 -1.8024 0.3574
H -0.0187 -2.6724 -0.4377
H 0.6608 -2.7130 2.3697

## B
Formula: C3H12N4
Source: the OMol25 dataset
Level of theory: the ωB97M-V functional and the def2-TZVPD basis

Summary:
Frontier orbital gap = 9.1 eV
HOMO level = -8.2 eV
SMILES string = [H]/N=C(\C)N(C)N.N

Positions of all 19 atoms, in Å:
H 0.9254 1.9789 1.5822
N 1.0534 1.0075 1.3196
C 0.3469 0.6584 0.2947
C -0.5306 1.5818 -0.5158
N -0.2873 -0.7839 0.4264
C -1.5265 -1.1586 -0.2084
N -0.0557 -1.4253 1.6644
H -0.1026 2.5849 -0.5335
H -0.5970 1.2119 -1.5389
H -1.5316 1.6497 -0.0938
H -1.4469 -0.9686 -1.2812
H -1.7005 -2.2180 -0.0192
H -2.3780 -0.5982 0.1990
H -0.2052 -0.7298 2.4074
H 0.9406 -1.6285 1.7222
N 1.5890 -0.1284 -1.3177
H 1.4602 -0.9463 -0.6588
H 2.4620 0.3699 -1.1713
H 1.5846 -0.4574 -2.2773

The structure with the greatest stability is A.

## A
Formula: C3H11NO3S
Source: the OMol25 dataset
Level of theory: the ωB97M-V functional and the def2-TZVPD basis

Summary:
Frontier orbital gap = 9.6 eV
HOMO level = -9.3 eV
SMILES string = NC(=O)CCS.O.O

Positions of all 19 atoms, in Å:
N 2.3219 -3.0194 -2.2521
C 2.0242 -2.5031 -1.0528
O 2.8228 -1.7717 -0.5360
C 0.6857 -2.8071 -0.4758
C -0.5357 -1.9694 -0.7874
S -1.6111 -1.6092 0.5919
H 2.0316 -3.9260 -2.7105
H 3.2824 -2.9260 -2.7173
H 0.9418 -2.6512 0.6285
H 0.2852 -3.9041 -0.3330
H -0.2754 -0.9207 -1.1057
H -1.0732 -2.5487 -1.5035
H -0.7451 -1.8946 1.7351
O -1.8540 4.4917 1.6415
H -1.2174 3.6439 1.5686
H -2.4324 4.2916 0.8858
O -1.5511 7.1259 2.1527
H -1.6753 6.4575 2.8164
H -1.4248 6.4407 1.4535

## B
Formula: C3H11NO3S
Source: the OMol25 dataset
Level of theory: the ωB97M-V functional and the def2-TZVPD basis

Summary:
Frontier orbital gap = 8.9 eV
HOMO level = -8.7 eV
SMILES string = NC(=O)CCS.O.O

Positions of all 19 atoms, in Å:
N 1.6787 -1.3786 -1.3876
C 1.0128 -0.4398 -2.1166
O 1.3841 0.0010 -3.1781
C -0.3758 -0.1400 -1.5424
C -0.3470 1.3174 -1.0909
S -2.0138 1.9431 -0.7432
H 1.4521 -1.6372 -0.4437
H 2.5856 -1.6631 -1.6072
H -0.6280 -0.7698 -0.6861
H -1.1981 -0.3000 -2.2330
H 0.3423 1.5771 -0.2920
H -0.0091 2.0025 -1.8597
H -2.0304 1.6059 0.5561
O 0.1950 1.0953 2.1785
H 0.8186 1.5591 2.7427
H 0.0998 0.1875 2.5091
O -0.7308 -1.5238 2.8792
H -0.6216 -1.7863 3.7866
H -1.6142 -1.6503 2.5283

The structure with the greatest stability is B.

## A
Formula: C2H2ClNS
Source: the OMol25 dataset
Level of theory: the ωB97M-V functional and the def2-TZVPD basis

Summary:
Frontier orbital gap (alpha / beta) = 7.7 / 7.7 eV
HOMO level (alpha / beta) = -10.3 / -10.3 eV

Positions of all 7 atoms, in Å:
C -0.2523 -1.2085 0.7434
C -0.6686 -0.0313 0.2240
N 0.2138 -2.1564 1.1567
S -0.1873 1.5350 0.7593
Cl -2.1148 -0.1027 -0.8602
H 1.9028 1.0946 -1.1169
H 1.1065 0.8693 -0.9063

## B
Formula: C2H2ClNS
Source: the OMol25 dataset
Level of theory: the ωB97M-V functional and the def2-TZVPD basis

Summary:
Frontier orbital gap = 8.6 eV
HOMO level = -8.4 eV

Positions of all 7 atoms, in Å:
C -0.2465 0.5059 -0.2496
C 0.9514 -0.1714 -0.3662
N -0.9328 -0.4125 0.5273
S 0.4696 -1.4383 0.6694
Cl 2.1776 -0.0663 -1.5383
H -0.9223 1.9946 -0.3685
H -1.4971 -0.4119 1.3258

The structure with the greatest stability is A.

## A
Formula: H10O4S
Source: the OMol25 dataset
Level of theory: the ωB97M-V functional and the def2-TZVPD basis

Summary:
Frontier orbital gap = 10.5 eV
HOMO level = -9.8 eV
SMILES string = O.O.O.O.S

Positions of all 15 atoms, in Å:
O -0.0989 -3.7833 0.5534
H 0.3720 -4.5049 0.1273
H 0.4197 -2.9960 0.3293
O -1.7738 -1.1566 1.0461
H -2.5257 -1.5241 1.5295
H -1.4959 -1.9072 0.4772
O 0.5295 -0.1905 2.0845
H -0.3761 -0.5431 1.9621
H 0.5214 0.6250 2.6074
O 0.6616 -1.0240 -0.6045
H 0.8046 -0.5824 0.2500
H 1.1690 -0.4736 -1.2122
S 0.4106 3.2737 -1.6241
H -0.2980 3.1358 -2.7505
H 0.5596 4.5981 -1.6870

## B
Formula: H10O4S
Source: the OMol25 dataset
Level of theory: the ωB97M-V functional and the def2-TZVPD basis

Summary:
Frontier orbital gap = 7.5 eV
HOMO level = -10.5 eV

Positions of all 15 atoms, in Å:
S -0.5729 0.5504 1.9404
H -1.6106 0.4774 -0.0794
H -1.8497 0.7600 2.2646
H 2.9166 -1.2141 0.5640
H 1.4706 -1.0030 1.1064
O 1.9977 -1.1075 0.3078
H -0.2938 1.8660 -0.1033
H 0.7325 2.7734 -0.9486
O -0.0331 2.1966 -0.9739
H -1.4768 -1.1881 0.8616
H -0.9861 -1.4914 -0.5314
O -1.2592 -1.9449 0.2865
H 0.9030 -0.6986 -1.3348
H -0.0822 0.4442 -1.4874
O 0.1440 -0.4202 -1.8725

The structure with the greatest stability is A.

## A
Formula: C6H13P
Source: the OMol25 dataset
Level of theory: the ωB97M-V functional and the def2-TZVPD basis

Summary:
Frontier orbital gap = 8.2 eV
HOMO level = -8.0 eV

Positions of all 20 atoms, in Å:
C -0.8410 -1.0885 -1.2502
C -1.0956 0.3870 -0.7754
C -0.1862 -0.5116 -0.0525
C -2.4623 0.7226 -0.3490
C -0.5237 -0.8915 1.3603
C 3.1020 0.9263 0.5732
P 2.4216 -0.5095 -0.4178
H -1.5414 -1.8357 -1.1078
H -0.2031 -1.3238 -2.1075
H -0.6281 1.1120 -1.3583
H -2.4577 1.6796 0.3606
H -2.8664 -0.0754 0.2580
H -3.1058 0.8614 -1.2160
H -1.6033 -1.3383 1.3196
H -0.3188 -0.1583 2.1806
H 0.2367 -1.6676 1.7302
H 4.1831 0.9762 0.4540
H 3.1210 0.6945 1.7144
H 2.6501 1.8914 0.3134
H 2.1190 0.1493 -1.6297

## B
Formula: C6H13P
Source: the OMol25 dataset
Level of theory: the ωB97M-V functional and the def2-TZVPD basis

Summary:
Frontier orbital gap = 8.2 eV
HOMO level = -7.4 eV
SMILES string = C=[PH](C)C.C#CC

Positions of all 20 atoms, in Å:
C 0.2932 -3.2050 -0.1340
P 0.1070 -1.5788 0.3156
C 1.1478 -0.4231 1.3686
C -1.5536 -1.2992 0.9977
H 0.0870 -3.8698 0.7030
H 1.2790 -3.3961 -0.5536
H 0.1116 -0.8064 -0.8415
H 1.2623 -0.8570 2.3631
H 2.1366 -0.3432 0.9144
H 0.7071 0.5676 1.4499
H -1.5662 -1.6009 2.0447
H -1.8223 -0.2475 0.9191
H -2.2518 -1.9161 0.4369
C -1.8960 2.2497 -1.4850
C -0.7766 2.6509 -1.6152
C 0.5863 3.1120 -1.7508
H -2.8855 1.9139 -1.3950
H 0.6840 3.7237 -2.6471
H 0.8685 3.7084 -0.8833
H 1.2605 2.2589 -1.8303

## C
Formula: C6H13P
Source: the OMol25 dataset
Level of theory: the ωB97M-V functional and the def2-TZVPD basis

Summary:
Frontier orbital gap = 8.0 eV
HOMO level = -7.3 eV

Positions of all 20 atoms, in Å:
C 0.2666 -0.7559 -1.3857
C -1.7166 -1.4873 -1.5094
C -0.3614 -2.0829 -1.6120
C 2.1350 0.5588 0.1580
C -0.3666 1.8286 -0.1849
C -0.0739 -0.1048 1.8673
P 0.2903 0.1258 0.0712
H -2.3460 -1.5536 -0.6111
H -1.9855 -0.5562 -2.0134
H -0.1432 -2.4317 -2.7604
H -0.0015 -2.8430 -0.9092
H 2.3395 1.2347 1.0643
H 2.6601 -0.4304 0.2801
H 2.2614 1.2303 -0.6874
H -1.3459 1.9270 0.2671
H 0.2648 2.6235 0.0776
H -0.5893 1.7596 -1.2206
H 0.0239 0.9229 2.1821
H -1.1485 -0.2659 1.9018
H 0.2721 -0.9322 2.4086

The structure with the greatest stability is B.